[1]
Entry from the Open Molecules 2025 dataset: a 2-piece molecular cluster, C15H9F6NO overall in a non-equilibrium geometry (the ωB97M-V functional and the def2-TZVPD basis).

Each line ends with the Löwdin charge.
Geometry (Å):
F -0.69 -4.38 -1.15  0.05
C -1.23 -3.13 -1.31  -0.21
C -1.71 -2.79 -2.58  0.12
C -2.25 -1.51 -2.72  -0.20
F -2.78 -1.15 -3.94  0.07
C -2.27 -0.60 -1.68  0.10
C -1.66 -0.92 -0.42  -0.15
C -1.51 0.17 0.47  0.10
C -1.10 0.21 1.83  -0.16
C -1.31 1.44 2.52  0.01
C -0.91 1.61 3.83  -0.03
C -0.32 0.55 4.54  0.04
C -0.12 -0.65 3.87  -0.22
F 0.48 -1.69 4.55  0.05
C -0.46 -0.85 2.54  0.08
C -1.24 -2.27 -0.22  0.08
H -1.69 -3.49 -3.41  0.14
H -2.72 0.39 -1.81  0.13
H -1.73 1.15 0.04  0.10
H -1.83 2.23 1.97  0.10
H -1.06 2.57 4.33  0.12
H -0.01 0.66 5.58  0.13
H -0.22 -1.79 2.05  0.10
H -0.91 -2.62 0.74  0.10
H -3.69 1.34 0.90  0.05
N -3.44 2.16 0.34  0.06
C -4.36 2.33 -0.61  -0.56
C -4.22 3.74 -1.29  -0.51
F -4.54 4.75 -0.42  0.10
F -2.94 3.94 -1.71  0.10
F -5.04 3.86 -2.37  0.11
O -5.24 1.58 -1.05  0.01

## Properties
molar mass: 333.2 g/mol
gap between HOMO and LUMO: 4.766 eV
charge: 0
calculated total energy: -1306.0894 Eh



[2]
Entry from the Open Molecules 2025 dataset: one molecule with the formula C15H9N5O2S in a non-equilibrium geometry (the ωB97M-V functional and the def2-TZVPD basis).

Each line ends with the Löwdin charge.
Geometry (Å):
O -4.02 4.01 3.69  0.10
O -5.14 3.77 1.86  0.08
N 0.63 -2.75 0.93  0.08
N 2.33 0.48 -2.40  0.12
N 3.80 -0.58 -3.95  0.13
S 2.67 -3.03 -0.84  1.08
C 3.06 0.42 -3.52  -0.21
C -0.36 -1.91 1.41  -0.04
C 1.42 -2.16 -0.01  -0.54
C 2.26 -0.58 -1.63  -0.26
C 3.71 -1.64 -3.08  -0.37
C 0.30 -0.04 0.00  0.07
C -1.33 1.06 2.75  0.02
C -2.77 0.55 0.84  0.01
C -2.26 2.09 3.08  0.04
C -3.75 1.47 1.24  0.02
C 2.95 -1.71 -1.91  -0.44
C -0.56 -0.54 1.05  -0.16
C 1.28 -0.86 -0.47  -0.14
C -1.59 0.33 1.60  -0.21
C -3.45 2.32 2.33  -0.12
N 4.44 -2.68 -3.56  0.11
N -4.29 3.46 2.67  -0.38
H 3.12 1.27 -4.19  0.11
H -1.04 -2.36 2.13  0.11
H 0.03 0.95 -0.38  0.14
H -0.53 0.74 3.38  0.11
H -2.86 -0.05 -0.01  0.10
H -2.07 2.69 3.93  0.10
H -4.67 1.57 0.66  0.12
H 4.29 -3.55 -3.02  0.09
H 4.40 -2.74 -4.60  0.13

## Properties
molar mass: 323.3 g/mol
gap between HOMO and LUMO: 8.052 eV
energy relative to the best compared isomer or geometry (same formula, charge and spin): 0.0 kJ/mol
charge: 0
calculated total energy: -1399.3764 Eh
SMILES string: Nc1ncnc2c1sc1ncc(-c3ccc([N+](=O)[O-])cc3)cc12